(i)
An isolated ion of composition O5S2 and charge -2, computed with ωB97M-V with the def2-TZVPD basis set.

Values from the calculation:
E_HOMO   0.67 eV
LUMO   6.560 eV
Net charge   -2
Orbital gap   5.895 eV

Element x y z (Å)
O -1.32 2.08 0.91
O 1.35 -1.27 0.71
O 0.58 0.87 -0.34
O 0.53 -1.48 -1.66
O -1.71 -0.25 0.21
S -0.71 0.69 0.84
S 1.29 -0.65 -0.67

***

(ii)
A 2-piece molecular cluster, O5S2 overall, computed with ωB97M-V with the def2-TZVPD basis set.

Values from the calculation:
E_HOMO (alpha / beta)   -0.23 / 0.66 eV
LUMO (alpha / beta)   6.337 / 6.463 eV
Net charge   -2
Orbital gap (alpha / beta)   6.563 / 5.803 eV

Element x y z (Å)
O -2.52 -2.05 -1.24
O 0.73 1.87 0.34
O -1.80 0.25 1.24
O 1.22 0.37 -1.54
O 2.14 -0.16 0.62
S -0.79 -0.75 0.65
S 1.02 0.46 -0.06

***

Result of the stability comparison: (i) is the most stable of them.

***

(i)
C11H13N as an isolated structure, computed with ωB97M-V with the def2-TZVPD basis set.

Values from the calculation:
E_HOMO   -8.68 eV
LUMO   0.811 eV
Orbital gap   9.493 eV

Element x y z (Å)
C -0.60 -2.77 0.37
C 0.61 -2.14 0.48
C -1.67 -1.99 -0.16
C 0.79 -0.78 0.37
C -0.30 -0.02 -0.12
C -1.51 -0.63 -0.38
C 2.94 0.52 -0.06
C 1.76 0.28 0.66
C 0.23 1.38 -0.03
C -2.76 0.08 -0.93
C -0.37 2.52 0.76
N 3.18 -0.22 -1.09
H -0.53 -3.83 0.66
H 1.47 -2.74 0.79
H -2.75 -2.24 -0.31
H 3.60 1.38 0.00
H 1.77 0.59 1.78
H 0.55 1.74 -0.99
H -2.63 -0.43 -1.86
H -3.69 -0.16 -0.39
H -2.56 1.13 -0.90
H 0.31 2.93 1.44
H -1.16 2.06 1.31
H -0.77 3.29 0.25
H 4.08 0.05 -1.65

***

(ii)
One molecule with the formula C11H13N, computed with ωB97M-V with the def2-TZVPD basis set.

Values from the calculation:
SMILES   c1ccc2c(c1)[C@@H]1CCN[C@H]2C1
E_HOMO   -8.33 eV
LUMO   1.025 eV
Orbital gap   9.352 eV

Element x y z (Å)
C 1.19 -0.19 1.48
C 0.72 1.08 0.68
C 1.56 1.24 -0.64
C 2.31 -0.09 -0.92
C 0.70 -1.32 0.53
C -0.69 -0.76 0.26
C -1.86 -1.46 -0.03
C -2.99 -0.72 -0.34
C -2.99 0.68 -0.30
C -1.81 1.36 0.02
C -0.68 0.62 0.31
H 0.64 -0.31 2.36
H 2.25 -0.22 1.79
H 0.74 2.00 1.26
H 2.29 2.06 -0.53
H 0.93 1.45 -1.50
H 3.23 -0.15 -0.29
H 2.73 -0.11 -1.92
H 0.90 -1.46 -1.51
H 0.77 -2.33 0.97
H -1.88 -2.53 -0.06
H -3.95 -1.27 -0.51
H -3.89 1.30 -0.51
H -1.73 2.44 0.07
N 1.50 -1.30 -0.69

***

Result of the stability comparison: (ii) is the most stable of them.

***

(i)
An isolated ion of composition C5H8N3 and charge +1, computed with ωB97M-V with the def2-TZVPD basis set.

Values from the calculation:
SMILES   Cn1ncccc1=[NH2+]
E_HOMO   -14.77 eV
LUMO   -4.594 eV
Net charge   +1
Orbital gap   10.174 eV

Element x y z (Å)
C 1.95 -1.00 -0.11
C 0.78 -1.51 0.18
C 2.06 0.43 -0.23
C -0.35 -0.61 0.06
C -1.21 1.75 -0.03
N 1.02 1.22 -0.12
N -0.17 0.69 0.01
N -1.64 -1.37 -0.04
H 2.91 -1.57 -0.05
H 0.50 -2.54 0.02
H 3.04 0.94 -0.18
H -1.77 1.77 -0.89
H -1.87 1.53 0.85
H -0.81 2.75 0.19
H -2.13 -1.81 0.73
H -2.31 -0.66 -0.38

***

(ii)
An isolated ion of composition C5H8N3 and charge +1, computed with ωB97M-V with the def2-TZVPD basis set.

Values from the calculation:
E_HOMO (alpha / beta)   -12.89 / -12.89 eV
LUMO (alpha / beta)   -4.270 / -4.269 eV
Net charge   +1
Orbital gap (alpha / beta)   8.620 / 8.621 eV

Element x y z (Å)
C 0.10 1.14 -0.27
C 0.47 -0.96 0.16
C -1.94 -0.15 -0.34
C 1.12 0.28 0.53
C 2.45 0.62 -0.16
N -1.14 0.76 -0.32
N -0.18 -1.85 -0.26
N -2.95 -0.68 0.25
H 0.39 1.97 -0.82
H 1.17 0.34 1.55
H 3.09 -0.39 -0.16
H 2.88 1.51 0.49
H 2.39 0.93 -1.14
H -1.21 -1.74 -0.61
H -3.53 -1.50 -0.04
H -3.12 -0.27 1.14

***

Result of the stability comparison: (i) is the most stable of them.

***

(i)
One molecule with the formula C20H19N3O3, computed with ωB97M-V with the def2-TZVPD basis set.

Values from the calculation:
SMILES   O=C(NC[C@@H]1CCCO1)c1ccc2c3n(nc2c1)-c1ccccc1CO3
E_HOMO   -7.90 eV
LUMO   0.042 eV
Orbital gap   7.945 eV

Element x y z (Å)
O -2.82 -2.39 2.18
C -2.54 -1.59 1.31
N -3.51 -1.04 0.54
H -4.45 -1.31 0.79
C -3.46 0.19 -0.21
H -4.00 0.06 -1.14
C -4.12 1.34 0.58
H -4.21 2.21 -0.09
C -3.35 1.71 1.86
H -2.69 2.56 1.71
H -2.74 0.86 2.19
C -4.46 1.98 2.87
H -4.16 1.81 3.90
C -5.52 0.99 2.40
H -6.54 1.27 2.66
O -5.43 0.98 0.98
H -5.31 -0.01 2.80
H -4.83 3.00 2.76
H -2.42 0.45 -0.42
C -1.13 -1.21 1.00
C -0.65 -1.30 -0.29
C 0.70 -0.99 -0.51
N 1.38 -1.00 -1.65
N 2.63 -0.64 -1.32
C 2.78 -0.39 0.00
C 1.54 -0.60 0.59
C 1.02 -0.53 1.90
C -0.29 -0.85 2.08
H -0.73 -0.83 3.07
H 1.66 -0.25 2.72
O 3.94 0.04 0.53
C 5.10 -0.34 -0.21
C 4.93 -0.23 -1.70
C 5.98 0.02 -2.56
C 5.77 0.04 -3.93
C 4.50 -0.17 -4.45
C 3.43 -0.41 -3.60
C 3.66 -0.44 -2.23
H 2.43 -0.57 -3.96
H 4.34 -0.15 -5.51
H 6.60 0.23 -4.60
H 6.97 0.18 -2.16
H 5.90 0.32 0.15
H 5.37 -1.38 0.05
H -1.27 -1.62 -1.11

***

(ii)
One molecule with the formula C20H19N3O3, computed with ωB97M-V with the def2-TZVPD basis set.

Values from the calculation:
SMILES   COc1ccc(-c2nc(C#N)c(NCc3ccc(C)cc3)o2)cc1OC
E_HOMO   -7.01 eV
LUMO   0.062 eV
Orbital gap   7.072 eV

Element x y z (Å)
C -7.86 0.32 -0.21
H -7.82 1.05 0.50
H -8.63 -0.23 -0.30
H -7.81 0.80 -1.29
O -6.79 -0.73 -0.27
C -5.62 -0.11 -0.05
C -5.35 1.20 -0.09
C -3.97 1.79 -0.34
C -2.97 0.88 -0.13
C -3.17 -0.55 0.11
C -4.57 -0.75 0.10
O -5.01 -2.15 0.12
C -3.89 -3.41 0.29
H -4.42 -4.08 0.52
H -3.23 -3.28 -0.58
H -3.41 -3.08 1.45
H -2.36 -1.35 0.31
C -1.59 1.27 0.08
N -1.04 2.64 -0.20
C 0.19 2.54 0.08
C 0.55 1.17 0.09
N 1.67 0.65 0.44
H 1.75 -0.29 0.66
C 2.95 1.33 0.74
C 4.20 0.57 0.02
C 4.36 -0.25 -0.95
C 5.37 -1.27 -1.23
C 6.44 -1.08 -0.34
C 6.24 -0.59 1.01
C 5.27 0.21 1.26
H 5.20 0.88 2.08
H 7.08 -0.69 1.49
C 7.61 -2.06 -0.62
H 8.28 -1.66 -1.26
H 8.05 -2.49 0.27
H 7.32 -2.77 -1.17
H 5.44 -1.60 -2.35
H 3.48 -0.14 -1.40
H 3.03 1.66 1.63
H 2.92 2.29 0.02
O -0.44 0.35 0.36
C 0.89 3.71 0.11
N 1.61 4.52 -0.17
H -3.77 2.67 -0.31
H -6.16 2.11 -0.47

***

Result of the stability comparison: (i) is the most stable of them.

***

(i)
C10H20Cl10 as an isolated structure, computed with ωB97M-V with the def2-TZVPD basis set.

Values from the calculation:
E_HOMO   -7.93 eV
LUMO   0.324 eV
Orbital gap   8.259 eV

Element x y z (Å)
Cl -3.21 3.21 -2.59
C -1.86 2.06 -2.24
C -1.94 1.37 -0.79
Cl -3.58 0.63 -0.49
H -1.00 2.71 -2.36
H -1.74 1.32 -3.03
H -1.91 2.18 -0.06
H -1.23 0.57 -0.56
Cl 1.82 0.62 2.80
C 1.65 2.37 3.14
C 1.39 3.15 1.88
Cl -0.24 2.94 1.38
H 2.52 2.66 3.73
H 0.87 2.46 3.90
H 2.09 3.00 1.05
H 1.61 4.19 2.11
Cl 1.63 -2.58 1.83
C 1.39 -1.12 0.77
C 0.21 -0.15 1.01
Cl 0.14 1.19 -0.12
H 1.47 -1.44 -0.27
H 2.29 -0.50 0.76
H 0.32 0.21 2.04
H -0.69 -0.67 0.67
Cl 1.73 -1.83 -1.47
C 1.95 -3.13 -2.69
C 2.38 -2.60 -4.07
Cl 4.06 -2.00 -4.18
H 1.01 -3.70 -2.78
H 2.68 -3.87 -2.36
H 1.70 -1.81 -4.38
H 2.23 -3.36 -4.84
Cl -2.34 1.05 2.14
C -2.56 -0.43 1.10
C -2.51 -1.74 1.86
Cl -0.90 -2.15 2.49
H -1.80 -0.25 0.34
H -3.50 -0.32 0.55
H -2.81 -2.53 1.17
H -3.32 -1.68 2.59

***

(ii)
C10H20Cl10 as an isolated structure, computed with ωB97M-V with the def2-TZVPD basis set.

Values from the calculation:
E_HOMO   -8.16 eV
LUMO   0.235 eV
Orbital gap   8.394 eV

Element x y z (Å)
Cl 11.54 0.67 9.57
C 10.34 -0.68 9.57
C 8.94 -0.20 9.99
Cl 9.09 0.30 11.70
H 10.55 -1.52 10.23
H 10.25 -1.08 8.56
H 8.19 -0.98 9.85
H 8.61 0.65 9.38
Cl 15.50 -0.21 10.71
C 13.83 0.36 10.98
C 13.48 1.23 9.78
Cl 14.48 2.61 9.47
H 13.90 0.98 11.87
H 13.14 -0.49 11.03
H 12.43 1.49 9.93
H 13.46 0.68 8.84
Cl 13.74 -2.11 12.86
C 15.39 -1.89 12.36
C 16.40 -1.89 13.55
Cl 18.01 -1.76 12.76
H 15.35 -0.98 11.76
H 15.50 -2.63 11.56
H 16.37 -2.73 14.24
H 16.24 -1.01 14.17
Cl 15.29 1.64 15.74
C 16.00 2.29 14.24
C 15.42 1.59 13.02
Cl 16.17 -0.02 12.92
H 17.08 2.13 14.30
H 15.77 3.35 14.34
H 15.75 2.13 12.13
H 14.34 1.44 13.04
Cl 17.31 -1.24 8.57
C 17.30 0.36 9.34
C 16.20 1.14 8.68
Cl 16.48 1.61 6.99
H 18.28 0.81 9.18
H 17.02 0.26 10.39
H 16.10 2.09 9.20
H 15.27 0.59 8.84

***

Result of the stability comparison: (i) is the most stable of them.